# C6H7Cl3N2O2S

One molecule with the formula C6H7Cl3N2O2S (the ωB97M-V functional and the def2-TZVPD basis, the Open Molecules 2025 dataset).

CARTESIAN COORDINATES (ANGSTROEM)
Cl -1.56 1.66 -3.29
Cl 3.20 1.71 -1.35
Cl 0.17 -2.90 -1.72
S -1.62 -0.03 0.33
O -1.25 1.36 0.42
O -0.28 -0.95 -0.05
N 0.86 1.38 -2.34
N -0.61 -0.49 -2.24
C 1.66 -0.60 -1.30
C -0.46 0.46 2.77
C 0.23 -1.11 -1.30
C -1.50 -0.45 2.17
C -0.30 0.70 -2.52
C 1.78 0.81 -1.72
H -0.83 0.69 3.85
H -2.49 -0.25 2.65
H 0.47 -0.15 2.95
H -0.50 1.34 2.17
H -1.33 -1.53 2.36
H 1.95 -0.48 -0.20
H 2.42 -1.16 -1.65

The value obtained for the calculated total energy is -2271.5105 Ha. The calculation puts the HOMO energy at -9.82 eV. Its spin multiplicity is 1. The charge is 0. For the LUMO energy, the calculation gives -0.650 eV. The calculation puts the frontier orbital gap at 9.17 eV.

=====

# C35H30BrFIN6O8Rh

C35H30BrFIN6O8Rh as an isolated structure (the ωB97M-V functional and the def2-TZVPD basis, the Open Molecules 2025 dataset).

CARTESIAN COORDINATES (ANGSTROEM)
I 0.58 1.63 -3.01
Rh 0.05 1.47 -0.20
Br 1.74 -0.40 -5.58
F 4.75 6.07 0.76
O 2.21 0.44 -0.64
O 5.82 0.87 1.40
O -0.38 5.47 0.06
O 2.19 2.62 -0.37
O 6.14 5.08 3.04
O -1.25 -3.27 3.20
O -1.39 -0.38 4.80
O -0.19 -2.57 -1.11
N -0.96 3.21 -0.24
N -1.34 -0.70 2.22
N -1.32 -0.30 -0.08
N 4.89 2.54 0.15
N 5.92 2.99 2.18
N -2.45 -2.11 0.74
C -0.54 0.46 4.13
C 1.14 2.05 2.60
C -1.61 -0.71 -1.39
C 4.32 1.60 -0.78
C 5.72 4.38 2.15
C 0.32 1.12 1.95
C -3.07 -3.04 1.57
C -1.13 -2.10 -3.31
C 2.78 1.54 -0.57
C 1.10 2.20 3.97
C -1.08 1.76 -7.67
C -1.26 2.44 -5.38
C -1.97 -1.30 -4.08
C -3.23 -4.55 3.44
C 5.00 4.77 0.95
C 0.27 1.40 4.74
C 0.72 -3.49 -1.66
C -0.20 1.61 -5.03
C 4.62 3.87 0.02
C 5.56 2.04 1.26
C -0.51 0.31 2.72
C -4.49 -4.96 3.04
C -5.03 -4.42 1.89
C -0.62 4.34 -0.09
C -4.33 -3.48 1.17
C 0.38 0.82 -6.02
C -2.45 0.07 -2.18
C -1.36 -0.39 6.20
C -0.04 0.91 -7.34
C -1.71 2.51 -6.69
C -2.65 -0.24 -3.51
C -0.96 -1.83 -1.96
C -2.50 -3.62 2.72
C -0.16 -3.70 2.40
C -1.64 -1.02 0.96
H -0.09 -4.79 2.41
H -1.67 -1.32 2.96
H -6.01 -4.74 1.55
H -0.62 -2.92 -3.78
H 6.42 2.64 2.99
H -1.71 0.55 6.62
H -0.23 -3.35 1.37
H 4.08 4.18 -0.86
H 1.35 -3.82 -0.83
H -1.73 3.05 -4.62
H 0.19 -4.36 -2.08
H -2.77 -4.97 4.33
H 1.34 -3.03 -2.43
H -0.35 -0.59 6.58
H 4.50 1.94 -1.80
H 1.73 2.93 4.45
H -2.82 -2.12 -0.21
H -2.02 -1.20 6.51
H -4.76 -3.06 0.27
H -1.39 1.84 -8.70
H -2.08 -1.52 -5.13
H -2.53 3.16 -6.94
H -5.03 -5.69 3.62
H 1.79 2.69 2.02
H 0.46 0.33 -8.09
H -3.30 0.36 -4.12
H 0.26 1.52 5.82
H 0.73 -3.28 2.87
H -2.93 0.92 -1.71
H 4.75 0.62 -0.62

The value obtained for the calculated total energy is -5364.3179 Ha. The calculation puts the HOMO energy (alpha / beta) at -8.20 / -8.20 eV. For the energy above the lowest of the compared OMol25 structures with the same formula, charge and spin, the calculation gives 165.3 kJ/mol. Its spin multiplicity is 1. The charge is 0. For the LUMO energy (alpha / beta), the calculation gives -1.055 / -1.058 eV. The calculation puts the frontier orbital gap (alpha / beta) at 7.14 / 7.14 eV.

=====

# C20H23NO4

One molecule with the formula C20H23NO4 (the ωB97M-V functional and the def2-TZVPD basis, the Open Molecules 2025 dataset).

CARTESIAN COORDINATES (ANGSTROEM)
O -0.48 -3.06 0.16
O -1.75 -1.62 -1.98
O -1.92 2.37 -1.63
O 5.18 1.29 -0.55
N -2.06 2.44 0.63
C -1.39 2.25 -0.54
C 4.20 0.55 0.03
C 6.50 0.80 -0.51
C 4.39 -0.67 0.68
C 0.48 0.98 0.46
C -3.50 2.44 0.68
C 1.83 0.45 0.53
C -2.59 -0.78 2.01
C 0.03 1.89 -0.41
C 3.30 -1.31 1.25
C -2.04 -1.33 -0.68
C 2.04 -0.77 1.19
C -4.05 1.17 1.36
C -1.71 -1.79 1.66
C -2.94 -0.34 -0.31
C -3.20 -0.03 1.02
C -1.40 -2.07 0.33
C 2.92 1.10 -0.04
C -2.26 -0.77 -2.99
C 0.26 -3.15 -1.03
H -2.01 0.28 -2.80
H -1.57 2.27 1.49
H -2.78 -0.57 3.05
H -0.22 0.53 1.16
H 5.37 -1.11 0.74
H 7.10 1.55 -1.03
H 6.59 -0.16 -1.03
H 0.72 -2.19 -1.29
H -0.35 -3.50 -1.86
H 0.67 2.29 -1.18
H -3.34 -0.87 -3.09
H 1.05 -3.88 -0.82
H -5.08 1.02 1.04
H -3.45 0.22 -1.08
H -1.78 -1.09 -3.91
H -1.23 -2.39 2.42
H -3.85 3.33 1.22
H 1.20 -1.29 1.64
H 2.80 2.05 -0.53
H -4.06 1.30 2.44
H -3.84 2.51 -0.35
H 6.86 0.70 0.52
H 3.46 -2.26 1.75

The value obtained for the calculated total energy is -1131.6002 Ha. The calculation puts the HOMO energy at -8.00 eV. For the energy above the lowest of the compared OMol25 structures with the same formula, charge and spin, the calculation gives 267.7 kJ/mol. Its spin multiplicity is 1. The charge is 0. Its structure (SMILES) is COc1cccc(/C=C/C(=O)NCCc2ccc(OC)c(OC)c2)c1. For the LUMO energy, the calculation gives 0.375 eV. The calculation puts the frontier orbital gap at 8.38 eV.